# C48H136Cl2N21O9P7

9 unconnected molecules or ions with the total composition C48H136Cl2N21O9P7 at a distorted geometry (wB97M-V/def2-TZVPD, the OMol25 dataset).

XYZ file:
```
223
Properties=species:S:1:pos:R:3:mulliken_charge:R:1
Cl 8.649 1.201 -2.122 -0.198
C 7.167 0.438 -1.517 -0.202
C 6.797 -0.692 -2.448 -0.785
Cl 5.364 -1.682 -2.038 0.073
H 6.384 1.194 -1.457 0.158
H 7.322 0.100 -0.492 0.300
H 7.635 -1.387 -2.492 0.341
H 6.719 -0.273 -3.452 0.309
O -5.928 3.207 4.866 -0.842
P -5.796 1.841 5.458 0.368
N -7.183 1.287 6.303 0.203
C -7.985 2.209 7.065 -0.980
C -7.298 -0.092 6.783 -0.794
N -4.522 1.846 6.679 0.433
C -4.451 2.973 7.531 -1.110
C -4.073 0.575 7.328 -0.590
N -5.338 0.554 4.379 0.571
C -4.078 0.698 3.655 -1.529
C -6.427 -0.064 3.541 -1.225
H -7.566 2.362 8.059 0.301
H -8.937 1.680 7.103 0.340
H -8.116 3.215 6.665 0.293
H -6.957 -0.096 7.819 0.297
H -6.669 -0.714 6.146 0.102
H -8.333 -0.430 6.740 0.363
H -5.172 2.895 8.345 0.369
H -3.465 2.993 7.995 0.326
H -4.658 3.916 7.026 0.311
H -2.986 0.603 7.261 0.333
H -4.383 0.483 8.369 0.289
H -4.438 -0.254 6.722 -0.203
H -3.329 1.059 4.359 0.408
H -3.828 -0.239 3.158 0.433
H -4.106 1.398 2.820 0.416
H -6.579 -1.128 3.721 0.253
H -6.277 0.087 2.472 0.399
H -7.330 0.495 3.787 0.448
O 3.712 -7.694 1.233 -0.854
P 3.522 -6.338 0.628 0.240
N 4.169 -5.055 1.602 0.351
C 5.441 -5.228 2.261 -1.181
C 3.718 -3.637 1.503 -0.574
N 1.870 -6.142 0.165 0.542
C 1.202 -6.808 -0.983 -1.236
C 0.900 -5.894 1.273 -1.319
N 4.334 -6.146 -0.819 0.259
C 4.258 -4.894 -1.639 -0.686
C 5.576 -6.919 -1.076 -0.998
H 6.252 -4.949 1.588 0.396
H 5.759 -6.259 2.413 0.335
H 5.478 -4.711 3.220 0.399
H 2.840 -3.515 2.137 0.142
H 3.482 -3.425 0.461 -0.196
H 4.453 -2.930 1.890 0.542
H 1.169 -7.879 -0.783 0.364
H 0.202 -6.419 -1.180 0.454
H 1.913 -6.605 -1.783 0.272
H 1.435 -5.765 2.214 0.374
H 0.350 -4.993 1.002 0.252
H 0.219 -6.696 1.556 0.476
H 4.652 -5.041 -2.645 0.469
H 3.212 -4.603 -1.729 -0.019
H 4.792 -4.133 -1.070 0.206
H 6.015 -6.679 -2.045 0.296
H 5.402 -7.980 -0.899 0.268
H 6.248 -6.509 -0.321 0.341
O 1.092 -2.044 1.284 -0.242
P 1.085 -0.962 0.236 -0.845
N 1.463 -1.479 -1.371 1.319
C 1.899 -0.531 -2.416 -0.899
C 0.986 -2.746 -1.911 0.706
N 2.243 0.208 0.582 1.030
C 3.658 -0.062 0.457 -0.670
C 2.064 1.321 1.524 -1.165
N -0.335 -0.052 -0.001 0.625
C -1.611 -0.653 0.414 -0.735
C -0.443 1.202 -0.821 -0.824
H 2.048 0.502 -2.101 0.153
H 1.139 -0.379 -3.183 0.226
H 2.844 -0.941 -2.773 0.072
H 1.170 -3.535 -1.182 -0.599
H 1.542 -2.907 -2.835 -0.811
H -0.090 -2.680 -2.069 0.218
H 4.161 0.873 0.212 0.379
H 4.082 -0.425 1.393 0.222
H 3.775 -0.808 -0.329 -0.271
H 1.097 1.819 1.462 0.346
H 2.086 0.839 2.501 0.311
H 2.733 2.176 1.429 0.233
H -1.465 -1.354 1.237 0.087
H -2.337 0.101 0.718 0.332
H -2.098 -1.143 -0.429 0.198
H -1.426 1.672 -0.772 0.464
H -0.102 1.004 -1.837 0.206
H 0.374 1.896 -0.625 0.073
O -1.337 5.136 -6.348 -0.837
P -1.356 5.919 -5.115 0.301
N -0.825 5.049 -3.657 0.582
C -1.801 4.084 -3.291 -0.708
C 0.511 4.463 -3.699 -0.840
N -2.866 6.678 -4.747 0.263
C -3.258 7.155 -3.412 -0.635
C -4.029 6.470 -5.671 -1.125
N -0.225 7.242 -5.082 0.288
C 0.100 8.021 -3.930 -0.535
C -0.170 8.022 -6.314 -1.154
H -2.716 4.519 -2.889 0.192
H -1.393 3.436 -2.514 -0.143
H -2.194 3.535 -4.146 0.422
H 1.250 5.263 -3.656 0.231
H 0.678 4.089 -4.709 0.488
H 0.793 3.711 -2.962 -0.001
H -2.350 7.204 -2.809 -0.022
H -3.723 8.137 -3.489 0.395
H -3.838 6.429 -2.841 0.367
H -4.128 5.425 -5.965 0.329
H -4.950 6.743 -5.156 0.433
H -3.932 7.065 -6.579 0.273
H -0.617 8.842 -3.910 0.312
H 0.064 7.402 -3.034 -0.313
H 1.104 8.442 -3.981 0.448
H -1.082 8.594 -6.486 0.374
H -0.076 7.299 -7.125 0.354
H 0.682 8.680 -6.483 0.332
O 2.338 8.525 -1.177 -0.884
P 2.189 7.439 -0.111 0.380
N 0.517 7.266 0.490 0.333
C -0.008 8.176 1.565 -0.988
C -0.478 6.841 -0.456 -1.026
N 3.236 7.654 1.251 0.370
C 3.105 6.837 2.481 -1.150
C 4.266 8.674 1.241 -1.030
N 2.724 5.872 -0.569 0.561
C 2.446 4.613 0.126 -1.366
C 3.578 5.711 -1.764 -0.867
H 0.785 8.332 2.295 0.282
H -0.942 7.831 2.009 0.310
H -0.186 9.162 1.135 0.347
H -0.869 7.738 -0.936 0.344
H -1.253 6.303 0.090 0.467
H -0.063 6.160 -1.199 -0.010
H 4.061 6.332 2.616 0.348
H 2.989 7.398 3.409 0.323
H 2.284 6.137 2.327 0.343
H 4.121 9.402 2.040 0.305
H 5.210 8.182 1.471 0.299
H 4.316 9.220 0.299 0.289
H 3.180 4.295 0.867 0.340
H 1.526 4.683 0.706 0.545
H 2.315 3.859 -0.649 0.356
H 3.004 5.007 -2.366 0.088
H 4.465 5.142 -1.488 0.333
H 3.814 6.599 -2.351 0.315
O -0.058 -3.960 7.240 -0.811
P -1.131 -3.066 6.668 0.069
N -2.676 -3.817 6.670 0.199
C -2.807 -5.188 6.016 -0.993
C -3.893 -3.025 6.436 -0.818
N -0.941 -2.619 5.072 0.619
C -1.833 -1.682 4.405 -0.802
C 0.342 -2.895 4.393 -1.306
N -1.363 -1.627 7.545 0.432
C -1.698 -1.798 8.930 -1.278
C -0.423 -0.511 7.335 -1.122
H -1.847 -5.614 5.725 0.324
H -3.388 -5.087 5.099 0.327
H -3.443 -5.855 6.599 0.338
H -3.992 -2.724 5.393 0.305
H -3.967 -2.087 6.985 -0.080
H -4.859 -3.506 6.589 0.545
H -2.403 -1.191 5.194 0.118
H -1.260 -0.866 3.963 0.411
H -2.356 -2.292 3.668 0.253
H 1.127 -3.268 5.050 0.489
H 0.202 -3.673 3.643 0.488
H 0.760 -2.042 3.859 0.173
H -2.759 -1.972 9.109 0.264
H -1.175 -2.623 9.413 0.356
H -1.424 -0.901 9.487 0.478
H -0.833 0.428 7.706 0.435
H -0.100 -0.451 6.296 0.187
H 0.455 -0.651 7.965 0.379
O -1.647 -4.785 -2.775 -0.925
P -1.737 -4.468 -4.219 0.421
N -2.042 -2.846 -4.526 0.485
C -0.932 -1.932 -4.653 -0.378
C -3.236 -2.203 -4.110 -1.239
N -3.012 -5.314 -5.057 0.166
C -3.061 -6.775 -4.749 -0.995
C -3.546 -4.933 -6.375 -0.869
N -0.381 -4.865 -5.160 0.922
C 0.687 -5.571 -4.543 -0.197
C -0.324 -4.770 -6.606 -1.079
H -0.735 -1.516 -3.665 -0.189
H -1.154 -1.025 -5.215 0.551
H 0.001 -2.396 -4.972 -0.119
H -4.000 -2.859 -3.694 0.390
H -3.616 -1.611 -4.943 0.416
H -3.076 -1.373 -3.423 0.249
H -3.109 -6.963 -3.676 0.279
H -3.994 -7.280 -4.998 0.392
H -2.219 -7.327 -5.167 0.277
H -4.485 -5.461 -6.544 0.365
H -3.644 -3.848 -6.380 0.248
H -2.878 -5.141 -7.212 0.235
H 1.630 -5.408 -5.064 -0.341
H 0.688 -5.473 -3.458 -0.219
H 0.464 -6.637 -4.599 0.346
H -0.999 -4.042 -7.055 0.376
H -0.368 -5.724 -7.133 0.328
H 0.609 -4.271 -6.867 0.080
O 6.310 -5.118 -5.588 -0.622
C 5.458 -4.264 -5.815 0.423
O 5.720 -2.908 -5.383 -0.333
C 4.624 -2.121 -5.761 -0.677
C 3.451 -3.090 -5.934 0.833
C 4.149 -4.370 -6.452 -0.338
H 4.970 -1.666 -6.689 0.320
H 4.419 -1.255 -5.132 0.299
H 2.799 -2.675 -6.701 0.413
H 2.906 -3.328 -5.021 -0.845
H 4.420 -4.347 -7.507 0.313
H 3.602 -5.241 -6.092 0.199
```

Summary:
SMILES: CN(C)P(=O)(N(C)C)N(C)C.CN(C)P(=O)(N(C)C)N(C)C.CN(C)P(=O)(N(C)C)N(C)C.CN(C)P(=O)(N(C)C)N(C)C.CN(C)P(=O)(N(C)C)N(C)C.CN(C)P(=O)(N(C)C)N(C)C.CN(C)P(=O)(N(C)C)N(C)C.O=C1CCCO1.ClCCCl
Calculated total energy, eV: -191773.1237
Energy relative to the best compared isomer or geometry (same formula, charge and spin), kcal/mol: 105.9
LUMO energy, eV: 0.0